Density functional theory data (ωB97M-V/def2-TZVPD) for an isolated molecule of C5H12OS.

Bonds (Å) are listed after each position.
Geometry (Å):
1 C 1.89292 2.23997 0.58434  S2 1.790, H8 1.085, H9 1.089, H10 1.093
2 S 2.05729 1.05463 -0.74730  C1 1.790, C3 1.820
3 C 0.30270 0.90856 -1.20992  S2 1.820, C4 1.506, H11 1.081, H12 1.092
4 C -0.50687 0.18505 -0.16589  C3 1.506, C5 1.537, H13 1.089, H14 1.097
5 C -0.71477 -1.28074 -0.57858  C4 1.537, C6 1.517, H15 1.098, H16 1.096
6 C -1.39844 -2.19734 0.41827  C5 1.517, O7 1.420, H17 1.104, H18 1.089
7 O -0.77981 -2.28451 1.69335  C6 1.420, H19 0.967
8 H 2.87789 2.54266 0.92548  C1 1.085
9 H 1.41623 3.16896 0.27604  C1 1.089
10 H 1.35004 1.82088 1.43594  C1 1.093
11 H 0.02939 1.92609 -1.45018  C3 1.081
12 H 0.40254 0.37247 -2.15599  C3 1.092
13 H 0.00358 0.21825 0.79522  C4 1.089
14 H -1.48707 0.65200 -0.00856  C4 1.097
15 H 0.29762 -1.63103 -0.81821  C5 1.098
16 H -1.25207 -1.36291 -1.52979  C5 1.096
17 H -2.39751 -1.76001 0.58810  C6 1.104
18 H -1.54360 -3.19359 0.00323  C6 1.089
19 H -0.55005 -1.37937 1.94443  O7 0.967

Values from the calculation:
M: 120.22 g mol⁻¹
energy above the lowest of the compared OMol25 structures with the same formula, charge and spin: 55.8 kJ/mol
charge: 0
Kohn-Sham gap: 0.351 Ha
LUMO energy: 0.874 eV
electronic energy: -671.1120 Eh

Listed below, in e, are the natural (NBO) charges computed for each atom: number 1, C, carries -0.7632; number 2, S, carries 0.1932; number 3, C, carries -0.5186; number 4, C, carries -0.4273; number 5, C, carries -0.4201; number 6, C, carries -0.0575; number 7, O, carries -0.7106; number 8, H, carries 0.2354; number 9, H, carries 0.2113; number 10, H, carries 0.2067; number 11, H, carries 0.2206; number 12, H, carries 0.2266; number 13, H, carries 0.1943; number 14, H, carries 0.2060; number 15, H, carries 0.2031; number 16, H, carries 0.2073; number 17, H, carries 0.1461; number 18, H, carries 0.1870; number 19, H, carries 0.4598